Record 1
{
  "formula": "C21H54AsBrN2OPtSi",
  "method": "the ωB97M-V functional and the def2-TZVPD basis",
  "species": ["Pt", "Br", "As", "Si", "O", "N", "N", "C", "C", "C", "C", "C", "C", "C", "C", "C", "C", "C", "C", "C", "C", "C", "C", "C", "C", "C", "C", "C", "H", "H", "H", "H", "H", "H", "H", "H", "H", "H", "H", "H", "H", "H", "H", "H", "H", "H", "H", "H", "H", "H", "H", "H", "H", "H", "H", "H", "H", "H", "H", "H", "H", "H", "H", "H", "H", "H", "H", "H", "H", "H", "H", "H", "H", "H", "H", "H", "H", "H", "H", "H", "H", "H"],
  "positions_angstrom": [[0.2403, -0.1447, 0.0974], [-1.6375, 2.1519, -0.2653], [2.5725, 0.2662, -0.5470], [-2.9756, 4.1263, -0.0717], [0.0194, 0.1261, -1.9579], [0.2499, -0.2810, 2.1271], [-1.2643, -1.7912, 0.1986], [-2.6308, -1.3211, -0.1307], [3.1352, -0.7589, -2.0788], [-5.4208, 4.6245, 1.2079], [0.1482, 1.0823, 2.7200], [-2.6314, 4.0664, -2.9391], [-0.7966, 5.8379, -0.7475], [-0.8897, -2.8702, -0.7352], [-4.2636, 5.7070, -1.9973], [-4.7957, 3.2623, -2.0917], [1.4753, -0.9338, 2.6558], [-3.6804, 4.2879, -1.8368], [-4.2365, 3.6380, 1.2766], [-1.1579, -2.2575, 1.6030], [-1.6836, 5.4315, 0.4381], [-3.6331, 3.7154, 2.6865], [-0.9716, -1.0639, 2.5078], [-0.7379, 4.9440, 1.5479], [2.8302, 2.1044, -1.0900], [4.0459, 0.0209, 0.6779], [-2.4332, 6.6832, 0.9391], [-4.7771, 2.2085, 1.1133], [-0.0506, 5.7585, 1.7963], [-0.1345, 4.0960, 1.2151], [-0.2586, 4.9840, -1.1677], [4.9592, 0.3100, 0.1589], [-2.7656, 3.0581, 2.7982], [-3.9853, 1.4659, 1.2391], [-5.2588, 2.0327, 0.1535], [1.3821, -1.0587, 3.7369], [-3.1161, 7.0898, 0.1910], [-0.8808, -1.3711, 3.5518], [3.9312, 0.6525, 1.5554], [-1.2529, 4.6665, 2.4653], [-1.0227, -2.5333, -1.7621], [-5.5238, 2.0304, 1.8927], [-5.1220, 3.3537, -3.1318], [-2.0439, -2.8280, 1.8948], [-0.7654, 1.5608, 2.3804], [-5.1059, 5.6634, 1.3261], [-1.3554, 6.3254, -1.5457], [-5.0130, 5.9453, -1.2403], [-3.3396, -2.1537, -0.0980], [-4.4465, 2.2365, -1.9472], [1.9986, 2.4277, -1.7135], [-5.6734, 3.4208, -1.4666], [-0.4951, 0.9592, -2.0304], [-2.6334, -0.8926, -1.1311], [-2.9498, -0.5501, 0.5666], [0.1448, 0.9963, 3.8090], [-2.2955, 3.0276, -2.9655], [-3.0994, 4.2798, -3.9045], [4.1260, -1.0212, 0.9822], [0.1497, -3.1521, -0.5807], [2.3235, -0.2973, 2.4449], [-4.3880, 3.3880, 3.4073], [-0.3014, -2.9281, 1.6756], [-0.0502, 6.5556, -0.3942], [-1.7040, 7.4646, 1.1712], [1.6224, -1.9025, 2.1861], [3.7600, 2.2053, -1.6486], [-1.7581, 4.7085, -2.8522], [2.8735, 2.7294, -0.1994], [-3.0034, 6.4934, 1.8488], [-1.5283, -3.7439, -0.5807], [-5.9786, 4.5447, 0.2756], [4.0642, -0.3130, -2.4299], [-3.3367, 4.7246, 2.9691], [2.3940, -0.7173, -2.8717], [1.0039, 1.6747, 2.4041], [-6.1155, 4.4005, 2.0223], [-4.7519, 5.7810, -2.9730], [3.3137, -1.7939, -1.7937], [-3.4915, 6.4764, -1.9632], [-1.8248, -0.3887, 2.4359], [-0.3842, -0.5237, -2.5515]],
  "homo_energy_ev": -14.4,
  "energy_ev": -169674.884,
  "total_charge": 2
}

Record 2
{
  "formula": "C21H54Cl2O9P",
  "method": "the ωB97M-V functional and the def2-TZVPD basis",
  "species": ["Cl", "Cl", "P", "O", "O", "O", "O", "O", "O", "O", "O", "O", "C", "C", "C", "C", "C", "C", "C", "C", "C", "C", "C", "C", "C", "C", "C", "C", "C", "C", "C", "C", "C", "H", "H", "H", "H", "H", "H", "H", "H", "H", "H", "H", "H", "H", "H", "H", "H", "H", "H", "H", "H", "H", "H", "H", "H", "H", "H", "H", "H", "H", "H", "H", "H", "H", "H", "H", "H", "H", "H", "H", "H", "H", "H", "H", "H", "H", "H", "H", "H", "H", "H", "H", "H", "H", "H"],
  "positions_angstrom": [[2.5889, -2.4025, 0.8883], [-2.5742, -1.4489, 2.4869], [0.2749, 0.4207, 0.2153], [-0.0415, -1.2288, 2.9403], [1.8255, 4.7017, 2.6473], [4.3505, 2.1374, -1.8750], [1.7838, -5.5779, 0.2752], [0.0343, 6.2752, -1.4304], [-4.5021, 1.1879, -0.9869], [-0.9455, -8.2714, 2.8734], [-2.0275, 2.0412, 1.1402], [-0.2260, 0.3572, -3.1860], [-0.9726, 2.4407, 1.5727], [-3.3097, -8.6898, 3.3259], [-2.5749, 0.8622, -3.5719], [-0.5853, -5.8860, 0.7871], [-0.6113, -1.1203, 0.6124], [-6.8603, 0.7463, -0.5220], [4.1960, -0.1820, 1.1664], [2.7185, -0.6260, 1.0586], [5.3111, 1.5984, -2.7905], [-5.5212, 0.1864, -0.9580], [3.3885, 5.1636, 0.8267], [-0.8777, -1.2560, 2.0943], [-1.1421, 1.3286, -3.7098], [2.0043, 0.0335, -0.1397], [2.1808, 5.6293, 1.6169], [-1.2239, 6.2646, -0.7576], [6.7244, 2.0217, -2.4457], [-2.1924, 5.2656, -1.3635], [0.6970, -6.5067, 0.2702], [-1.9915, -9.2413, 2.8178], [0.2773, 1.5978, 1.5811], [-1.7033, -10.1289, 3.3891], [-6.7984, 1.1536, 0.4897], [2.0104, -0.6337, -1.0053], [-0.3119, -0.4534, -3.6978], [-3.2704, 1.6203, -3.9312], [7.4416, 1.5837, -3.1397], [-5.2163, -0.6323, -0.2966], [-2.0744, -9.5301, 1.7708], [-0.8838, 1.5533, -4.7475], [-3.6032, -7.8123, 2.7484], [-0.4638, -5.5573, 1.8219], [-7.1688, 1.5527, -1.1872], [4.2651, 5.0733, 1.4725], [-1.4025, -6.6044, 0.7593], [4.4091, 3.0972, -1.9183], [3.2005, 4.1821, 0.3843], [-0.2982, 1.0068, -0.9125], [6.9817, 1.7070, -1.4337], [-0.8668, 3.4390, 2.0281], [-1.0068, 6.0061, 0.2793], [-3.1375, 5.2556, -0.8196], [1.1488, 2.2502, 1.4293], [-1.5412, -1.1673, 0.0435], [-1.6569, 7.2690, -0.7665], [6.8255, 3.1082, -2.4927], [2.4878, 0.9853, -0.3861], [0.5815, -6.8255, -0.7646], [1.3108, 5.7029, 0.9661], [2.5724, 4.6183, 3.2487], [4.3538, 0.3343, 2.1166], [4.8549, -1.0482, 1.1552], [-1.7673, 4.2600, -1.3427], [-4.4189, 1.5482, -0.0974], [-5.5813, -0.2058, -1.9727], [2.3664, 6.6140, 2.0529], [5.2074, 0.5158, -2.7293], [4.4531, 0.5038, 0.3579], [-7.6284, -0.0274, -0.5310], [0.0413, -1.9508, 0.3154], [-2.7426, -0.0555, -4.1422], [1.9188, -5.3035, 1.1879], [-2.4027, 5.5140, -2.4058], [0.9547, -7.3828, 0.8705], [-0.8365, -8.0112, 3.7934], [2.2269, -0.3920, 2.0032], [-0.1228, 6.5235, -2.3468], [-2.8044, 0.6597, -2.5279], [-4.1005, -9.4369, 3.2522], [-3.2245, -8.3867, 4.3721], [3.6228, 5.8667, 0.0273], [-0.8565, -5.0134, 0.1864], [5.0553, 1.9044, -3.8087], [0.4065, 1.0943, 2.5442], [-0.9828, 2.2337, -3.1222]],
  "homo_energy_ev": -11.9,
  "energy_ev": -75406.387,
  "total_charge": 1
}